C21H30KNOPS as an isolated structure. Source: OMol25; level of theory: ωB97M-V/def2-TZVPD.

Output
Energy above the lowest of the compared OMol25 structures with the same formula, charge and spin in kcal per mole: 1.17
2S+1: 1
E_tot in Eh: -2287.5226
Charge: +1
Kohn-Sham gap in eV: 8.666

Last column: Löwdin charge in e.
Atoms and positions in Å:
K (0.4220, -0.1572, 0.2520)  0.729
C (-1.0722, -5.9834, 1.4784)  -0.035
C (-1.0110, -4.7243, 2.3510)  -0.593
C (-2.4249, -4.2789, 2.7574)  -0.033
C (-0.1424, -4.9600, 3.5893)  -0.037
C (-0.4234, -3.6367, 1.5544)  -0.155
N (0.0008, -2.7775, 0.9227)  0.123
H (-1.5199, -6.7925, 2.0559)  0.095
H (-0.0755, -6.2953, 1.1677)  0.094
H (-1.6811, -5.8190, 0.5898)  0.089
H (-2.8937, -5.0680, 3.3454)  0.096
H (-3.0410, -4.0891, 1.8785)  0.083
H (-2.3897, -3.3722, 3.3610)  0.092
H (-0.5859, -5.7603, 4.1821)  0.095
H (-0.0845, -4.0675, 4.2118)  0.092
H (0.8683, -5.2604, 3.3141)  0.093
C (-1.9156, 2.6617, -3.0821)  -0.278
P (-1.0633, 1.2760, -2.2632)  0.849
C (-0.3643, 0.3676, -3.6879)  -0.291
C (-2.3830, 0.1685, -1.6719)  -0.421
C (-3.4555, 0.6984, -0.9501)  -0.117
C (-4.3982, -0.1320, -0.3682)  -0.072
C (-4.2780, -1.5117, -0.4798)  -0.077
C (-3.2124, -2.0499, -1.1826)  -0.081
C (-2.2719, -1.2174, -1.7767)  -0.118
H (-2.4818, 3.2314, -2.3449)  0.025
H (-2.5885, 2.3590, -3.8852)  0.056
H (-1.1501, 3.3247, -3.4863)  0.043
H (-1.1188, 0.0330, -4.4024)  0.058
H (0.2073, -0.5009, -3.3593)  0.030
H (0.3331, 1.0288, -4.2038)  0.044
H (-3.5617, 1.7714, -0.8438)  0.091
H (-5.2317, 0.2986, 0.1714)  0.110
H (-5.0182, -2.1587, -0.0281)  0.107
H (-3.1117, -3.1227, -1.2870)  0.106
H (-1.4625, -1.6673, -2.3387)  0.096
C (2.1063, 6.7346, 0.5732)  -0.040
C (1.1670, 5.6097, 0.8948)  -0.257
C (-0.1192, 5.5719, 0.3691)  -0.026
C (-0.9838, 4.5311, 0.6796)  -0.081
C (-0.5638, 3.5267, 1.5356)  -0.413
C (0.7188, 3.5395, 2.0678)  -0.068
C (1.5734, 4.5755, 1.7434)  -0.024
S (-1.7068, 2.2099, 1.8958)  0.906
C (-2.1062, 2.6625, 3.5857)  -0.218
O (-0.9056, 0.9457, 2.0014)  -0.678
H (1.6993, 7.3845, -0.1993)  0.079
H (3.0693, 6.3565, 0.2289)  0.087
H (2.2938, 7.3436, 1.4591)  0.091
H (-0.4495, 6.3594, -0.2965)  0.118
H (-1.9807, 4.5037, 0.2550)  0.108
H (1.0385, 2.7411, 2.7274)  0.117
H (2.5748, 4.5939, 2.1562)  0.123
H (-1.2004, 2.6800, 4.1895)  0.065
H (-2.8040, 1.9203, 3.9685)  0.058
H (-2.5764, 3.6453, 3.5746)  0.067